ORCA calculation (ωB97M-V with the def2-TZVPD basis set) on a structure of composition C22H40Cl2N5O3Rh at a distorted geometry.

Atoms and positions in Å:
1 O -2.413 0.283 -0.456
2 C -2.630 1.430 -1.239
3 C -4.147 1.442 -1.471
4 C -4.878 0.265 -1.324
5 H -4.356 -0.669 -1.100
6 C -6.268 0.299 -1.443
7 H -6.829 -0.629 -1.318
8 C -6.920 1.503 -1.751
9 H -8.010 1.525 -1.864
10 C -6.166 2.675 -1.933
11 H -6.663 3.612 -2.209
12 C -4.780 2.645 -1.779
13 H -4.138 3.526 -1.897
14 H -2.367 2.288 -0.588
15 C -2.216 0.651 -3.651
16 C -1.843 1.547 -2.504
17 H -1.334 0.384 -4.255
18 H -2.958 1.120 -4.314
19 H -2.642 -0.281 -3.256
20 C -0.701 2.247 -2.440
21 C 0.235 2.489 -3.571
22 H -0.370 2.616 -1.470
23 H -0.201 3.068 -4.405
24 H 0.596 1.528 -3.971
25 H 1.094 3.047 -3.186
26 Rh -0.726 -0.402 0.014
27 Cl -1.212 -2.226 -1.389
28 Cl -0.421 1.676 1.115
29 C 1.852 -1.654 -1.123
30 O 1.357 -0.986 -0.165
31 N 3.163 -1.834 -1.221
32 C 4.035 -1.167 -0.263
33 C 3.765 -2.809 -2.123
34 H 1.217 -2.104 -1.902
35 H 3.747 -0.119 -0.095
36 H 5.050 -1.203 -0.664
37 H 4.033 -1.696 0.702
38 H 3.039 -3.113 -2.888
39 H 4.097 -3.699 -1.567
40 H 4.648 -2.373 -2.604
41 H 4.821 3.957 3.376
42 H 2.371 4.449 4.083
43 C 4.463 3.975 2.342
44 C 2.108 4.407 3.017
45 N 3.067 3.590 2.282
46 H 5.046 3.277 1.739
47 C 2.705 2.514 1.556
48 O 3.491 1.786 0.950
49 H 1.111 3.969 2.910
50 H 1.602 2.340 1.544
51 H 4.600 4.991 1.956
52 H 2.090 5.435 2.633
53 C -2.012 -3.719 1.478
54 N -0.574 -3.557 1.671
55 C 0.209 -4.462 0.835
56 C -0.114 -2.320 1.989
57 N -0.932 -1.269 1.808
58 N 1.129 -2.158 2.479
59 C 1.791 -3.245 3.170
60 C 1.692 -0.830 2.701
61 H -2.244 -4.766 1.696
62 H -2.302 -3.492 0.442
63 H -2.558 -3.074 2.171
64 H 1.258 -4.475 1.143
65 H -0.218 -5.462 0.981
66 H 0.122 -4.190 -0.231
67 H -0.927 -0.575 2.561
68 H 2.715 -3.509 2.638
69 H 2.067 -2.914 4.181
70 H 1.117 -4.108 3.227
71 H 1.508 -0.194 1.833
72 H 1.284 -0.337 3.598
73 H 2.773 -0.939 2.807

DFT total energy = -65107.068 eV
orbital gap (alpha / beta) = 7.1921 / 7.2543 eV
lowest unoccupied orbital energy (alpha / beta) = 0.350 / -0.916 eV
2S+1 = 5
HOMO (alpha / beta) = -6.842 / -8.171 eV



ORCA calculation (ωB97M-V with the def2-TZVPD basis set) on a cluster of 2 separate species, C4H5N3O in total at a distorted geometry.

Atoms and positions in Å:
1 N -3.014 1.354 0.839
2 C -1.971 0.852 0.813
3 C -0.707 0.183 0.717
4 N 0.190 0.375 -0.237
5 C 1.143 -0.581 -0.052
6 C 0.856 -1.312 1.081
7 N -0.320 -0.817 1.551
8 H 1.950 -0.732 -0.764
9 H 1.391 -2.113 1.582
10 H -0.821 -1.146 2.369
11 O 0.447 1.693 -2.732
12 H 0.354 1.307 -1.837
13 H 0.504 0.937 -3.328

DFT total energy = -10746.411 eV
orbital gap = 10.2245 eV
lowest unoccupied orbital energy = 0.368 eV
structure (SMILES) = N#Cc1ncc[nH]1.O
HOMO = -9.857 eV



ORCA calculation (ωB97M-V with the def2-TZVPD basis set) on a cluster of 3 separate species, C4H16NO2 in total at a distorted geometry.

Atoms and positions in Å:
1 C 1.757 0.868 0.861
2 C 0.498 0.761 0.018
3 C 0.849 1.150 -1.461
4 C -0.210 1.384 -2.488
5 N -0.098 -0.675 0.046
6 H 2.108 1.905 1.052
7 H 2.675 0.362 0.425
8 H 1.568 0.368 1.877
9 H -0.378 1.450 0.236
10 H 1.360 2.203 -1.423
11 H 1.660 0.522 -1.754
12 H -0.297 2.464 -2.852
13 H 0.025 0.898 -3.373
14 H -1.285 1.264 -2.137
15 H -0.966 -0.746 -0.537
16 H 0.541 -1.451 -0.197
17 H -0.228 -0.930 1.129
18 H -3.973 -1.144 -0.769
19 H -3.682 -1.878 0.477
20 O -3.578 -1.065 0.103
21 H 0.538 -2.215 4.307
22 H 0.894 -3.019 3.048
23 O 0.224 -2.476 3.413

DFT total energy = -9985.487 eV
charge = +1
orbital gap = 11.6661 eV
lowest unoccupied orbital energy = -3.230 eV
HOMO = -14.896 eV



ORCA calculation (ωB97M-V with the def2-TZVPD basis set) on a structure of composition C17H14BaBrNO3S at a distorted geometry.

Atoms and positions in Å:
1 C -0.981 -1.226 -1.322
2 C -0.042 -1.644 -2.307
3 C 0.756 -2.688 -1.740
4 H 0.045 -1.248 -3.321
5 C 0.283 -2.925 -0.410
6 C -0.785 -2.018 -0.153
7 H -1.391 -1.972 0.757
8 H -1.764 -0.480 -1.453
9 H 1.535 -3.260 -2.257
10 H 0.657 -3.690 0.280
11 Ba 1.832 -0.172 -0.280
12 Br 2.840 1.553 -2.487
13 C -1.459 2.970 1.796
14 C -2.093 1.740 2.160
15 C -2.789 1.240 1.012
16 H -2.062 1.276 3.145
17 C -2.585 2.163 -0.065
18 C -1.763 3.233 0.420
19 H -1.489 4.131 -0.134
20 H -0.869 3.607 2.450
21 H -3.347 0.310 0.953
22 H -2.964 2.061 -1.074
23 O 3.292 1.844 4.205
24 S 3.764 1.689 2.854
25 O 3.806 2.827 1.977
26 N 3.041 0.406 2.090
27 C 3.845 -0.655 1.839
28 O 3.440 -1.665 1.185
29 C 5.229 -0.397 2.294
30 C 6.379 -1.154 2.046
31 C 7.627 -0.593 2.335
32 C 7.728 0.694 2.906
33 C 6.566 1.446 3.151
34 C 5.340 0.867 2.831
35 H 6.267 -2.155 1.627
36 H 8.542 -1.155 2.123
37 H 8.710 1.115 3.145
38 H 6.590 2.444 3.584

DFT total energy = -107062.959 eV
charge = -2
orbital gap = 4.4827 eV
lowest unoccupied orbital energy = 4.014 eV
HOMO = -0.469 eV



What is the formula in the second record? C4H5N3O